a.
Below is C2H4O2S in the gas phase, with properties calculated with the ωB97M-V functional and the def2-TZVPD basis.

XYZ file:
```
9
Properties=species:S:1:pos:R:3
C 1.5558 -0.6426 -0.0359
C -0.7854 0.5393 0.2316
O 0.5406 0.3462 0.1628
O -1.1399 1.7843 -0.2016
S -2.1012 -0.6121 0.2289
H 2.4154 -0.1300 0.0929
H 1.4654 -1.7156 0.3047
H -0.4643 2.1894 -0.7073
H -1.4863 -1.7590 -0.0761
```

Multiplicity   1
HOMO-LUMO gap (spin up / spin down)   7.104 / 8.535 eV
HOMO level (spin up / spin down)   -6.83 / -8.08 eV
LUMO energy (spin up / spin down)   0.277 / 0.451 eV

Atomic partial charges in e from the Löwdin method, atoms 1 to 5:
1 C 0.0273
2 C -0.7572
3 O -0.1302
4 O 0.0024
5 S 0.8469


b.
Below is C2H4O2S in the gas phase, with properties calculated with the ωB97M-V functional and the def2-TZVPD basis.

XYZ file:
```
9
Properties=species:S:1:pos:R:3
C 0.0464 -0.8136 0.3688
C 0.4671 0.5887 -0.2940
O 2.1215 0.2136 1.8494
O 2.6784 -1.0736 -0.1497
S 1.7248 -0.2754 0.6005
H -0.7788 -1.0293 0.9493
H 0.0354 -1.4130 -0.4638
H 0.3457 0.8583 -1.2727
H 0.2126 1.4029 0.6782
```

Multiplicity   1
HOMO-LUMO gap   11.188 eV
HOMO level   -10.52 eV
SMILES string   O=S1(=O)CC1
LUMO energy   0.669 eV

Atomic partial charges in e from the Löwdin method, atoms 1 to 5:
1 C -0.1869
2 C -0.1718
3 O -0.2899
4 O -0.3229
5 S 0.6400


c.
Below is C2H4O2S in the gas phase, with properties calculated with the ωB97M-V functional and the def2-TZVPD basis.

XYZ file:
```
9
Properties=species:S:1:pos:R:3
C -0.1790 0.8199 0.2240
C 0.5160 0.0802 -1.0064
H 0.4433 -0.6082 2.0971
H 0.4082 1.6636 0.6120
H -1.0686 1.2662 -0.1975
H -0.4481 -1.4338 -0.4540
O 0.0887 -1.1785 -1.1794
O 1.1829 0.6507 -1.7983
S -0.7206 -0.1291 1.6536
```

Multiplicity   1
HOMO-LUMO gap   10.456 eV
HOMO level   -9.94 eV
SMILES string   O=C(O)CS
LUMO energy   0.516 eV

Atomic partial charges in e from the Löwdin method, atoms 1 to 5:
1 C -0.4613
2 C -0.5616
3 H -0.1292
4 H 0.0771
5 H 0.0753


What should be chosen as the least stable of them? Choose a.


a.
Below is a 2-piece molecular cluster, C3H3N2O overall, with properties calculated with the ωB97M-V functional and the def2-TZVPD basis.

XYZ file:
```
9
Properties=species:S:1:pos:R:3
C 0.8381 1.4570 -1.3051
C 0.9404 -2.0135 0.8816
C -1.3896 -1.3612 1.3977
N 1.4117 2.2393 -1.9461
N -0.1711 -1.5831 1.0475
O 0.3850 0.7047 -0.5815
H -2.1497 -1.1073 0.8033
H -1.4705 -1.0621 2.4029
H 1.6056 2.7260 -2.7004
```

Multiplicity   1
HOMO-LUMO gap   5.566 eV
HOMO level   -14.65 eV
LUMO energy   -9.084 eV
Total charge   +1

Atomic partial charges in e from the Löwdin method, atoms 1 to 5:
1 C -0.4265
2 C 0.3495
3 C 0.3228
4 N 0.2967
5 N 0.0480


b.
Below is an isolated ion of composition C3H3N2O and charge +1, with properties calculated with the ωB97M-V functional and the def2-TZVPD basis.

XYZ file:
```
9
Properties=species:S:1:pos:R:3
C -0.9528 0.9156 -0.2392
C 1.0806 -0.2429 0.0913
C -1.9405 0.0878 0.0926
N 0.3318 0.7191 -0.3361
N 1.6508 -1.2509 -0.3546
O -2.8008 -0.6429 0.3049
H -1.3038 1.9708 -0.5887
H 1.4058 0.1373 0.9868
H 2.5290 -1.6939 0.0431
```

Multiplicity   1
HOMO-LUMO gap (spin up / spin down)   6.759 / 6.758 eV
HOMO level (spin up / spin down)   -14.82 / -14.82 eV
LUMO energy (spin up / spin down)   -8.059 / -8.059 eV
Total charge   +1

Atomic partial charges in e from the Löwdin method, atoms 1 to 5:
1 C -0.0364
2 C -0.3396
3 C 0.0633
4 N 0.2250
5 N 0.1942


What should be chosen as the least stable of them? Choose a.


a.
Below is CH5N3O2S in the gas phase, with properties calculated with the ωB97M-V functional and the def2-TZVPD basis.

XYZ file:
```
12
Properties=species:S:1:pos:R:3
C 0.7001 0.7065 0.0812
N -0.5138 1.3745 -0.4941
N 0.1850 -0.5375 0.5528
N 0.7568 -1.6966 0.0293
O -2.2208 0.2131 0.9438
O -1.7621 -0.7238 -1.2841
S -1.3429 -0.0254 -0.1402
H 1.5235 0.5081 -0.6257
H 1.1045 1.4406 0.9646
H -0.9674 2.0972 0.0472
H 1.4163 -1.9368 0.7405
H 1.1207 -1.4199 -0.8152
```

Multiplicity   1
HOMO-LUMO gap   10.848 eV
HOMO level   -10.20 eV
LUMO energy   0.652 eV

Atomic partial charges in e from the Löwdin method, atoms 1 to 5:
1 C -0.2852
2 N -0.0853
3 N -0.2680
4 N 0.0542
5 O -0.2719


b.
Below is CH5N3O2S in the gas phase, with properties calculated with the ωB97M-V functional and the def2-TZVPD basis.

XYZ file:
```
12
Properties=species:S:1:pos:R:3
C 0.2251 -0.0517 -0.1223
N -0.9769 -0.4963 -0.3330
N 0.4490 1.0597 0.5829
N 1.2622 -0.7174 -0.5835
O 3.3878 -0.7610 0.9657
O 2.8515 1.2826 -0.2635
S 3.2625 -0.1502 -0.3319
H -1.8126 -0.1173 0.1383
H -1.2120 -1.3335 -0.7329
H -0.2671 1.5879 1.1162
H 1.4916 1.1618 0.4599
H 1.1799 -1.4949 -1.2530
```

Multiplicity   1
HOMO-LUMO gap   9.866 eV
HOMO level   -9.41 eV
LUMO energy   0.455 eV

Atomic partial charges in e from the Löwdin method, atoms 1 to 5:
1 C -0.6060
2 N 0.1677
3 N 0.1574
4 N -0.0334
5 O -0.4697


What should be chosen as the least stable of them? Choose a.


a.
Below is a 8-piece molecular cluster, C34H55N3O21S overall, with properties calculated with the ωB97M-V functional and the def2-TZVPD basis.

XYZ file:
```
114
Properties=species:S:1:pos:R:3
C 0.5773 6.0977 -2.3905
C 0.0472 5.0996 -2.7501
C -0.7333 3.9839 -3.2389
C 0.0761 3.0181 -4.0811
N 1.1338 3.4725 -4.6883
C 1.8091 2.5663 -5.4621
C 2.9522 2.9825 -6.1645
C 3.6581 2.1284 -6.9635
C 4.8925 2.5576 -7.6971
N 4.6493 3.6486 -8.6554
C 3.4903 3.3949 -9.5391
C 3.2228 0.7925 -7.0863
C 2.1154 0.3641 -6.4101
C 1.3925 1.2416 -5.5860
N 0.2918 0.7840 -4.9147
C -0.3424 1.6601 -4.1920
S -1.8013 1.1420 -3.3298
H 0.9687 6.9693 -1.9397
H -1.5635 4.3477 -3.8416
H -1.1622 3.4915 -2.3709
H 3.2795 4.0070 -6.0670
H 5.6119 2.9275 -6.9661
H 5.3776 1.7003 -8.1671
H 5.4552 3.6487 -9.2667
H 2.6657 4.0435 -9.2647
H 3.1966 2.3480 -9.5825
H 3.7717 3.6760 -10.5503
H 3.7680 0.1013 -7.7085
H 1.7938 -0.6612 -6.4930
H -2.2832 0.1938 -4.1417
C -5.3557 -3.9324 0.0671
O -4.3384 -3.1094 0.6466
C -4.1940 -1.9210 0.0599
O -4.8299 -1.5147 -0.8757
O -3.2252 -1.2624 0.6936
C -2.9637 0.0436 0.1687
H -5.3741 -4.8609 0.6309
H -6.3295 -3.4531 0.1464
H -5.1277 -4.1531 -0.9736
H -3.8436 0.6781 0.2581
H -2.6428 -0.0140 -0.8683
H -2.1605 0.4707 0.7623
C -0.7503 0.2578 3.4214
O 0.2677 1.0790 3.9920
C 0.3954 2.2626 3.3918
O -0.2557 2.6491 2.4570
O 1.3659 2.9382 4.0018
C 1.6138 4.2359 3.4535
H -0.7620 -0.6718 3.9827
H -1.7238 0.7381 3.5054
H -0.5252 0.0427 2.3786
H 0.7303 4.8655 3.5365
H 1.9254 4.1624 2.4136
H 2.4202 4.6721 4.0366
C -7.0538 -1.8983 3.0879
O -8.3266 -1.6669 3.6909
C -9.2664 -2.5338 3.3171
O -9.1174 -3.4452 2.5461
O -10.3979 -2.2166 3.9429
C -11.4998 -3.0712 3.6314
H -6.3793 -1.1351 3.4655
H -6.6691 -2.8788 3.3632
H -7.1201 -1.8084 2.0046
H -11.2847 -4.0971 3.9237
H -11.7331 -3.0253 2.5695
H -12.3458 -2.7022 4.2036
C -3.6353 -9.6589 4.1413
O -3.4900 -8.2708 4.4525
C -3.0355 -7.5270 3.4466
O -2.7544 -7.9212 2.3458
O -2.9478 -6.2658 3.8700
C -2.4671 -5.3496 2.8838
H -4.0064 -10.1406 5.0412
H -4.3516 -9.7987 3.3339
H -2.6752 -10.0948 3.8731
H -3.1350 -5.3220 2.0258
H -1.4599 -5.6161 2.5691
H -2.4472 -4.3682 3.3485
C 4.9676 4.0836 6.2082
O 5.9826 4.9141 6.7728
C 6.1090 6.0966 6.1733
O 5.4567 6.4871 5.2407
O 7.0802 6.7719 6.7846
C 7.3250 8.0699 6.2398
H 4.9622 3.1598 6.7787
H 3.9924 4.5601 6.2910
H 5.1898 3.8587 5.1667
H 6.4389 8.6957 6.3255
H 7.6333 7.9977 5.1988
H 8.1305 8.5020 6.8262
C -3.8151 -11.8818 10.0254
O -3.6724 -10.4872 10.2987
C -3.2047 -9.7741 9.2748
O -2.9109 -10.2039 8.1906
O -3.1204 -8.5020 9.6553
C -2.6319 -7.6197 8.6400
H -4.1997 -12.3351 10.9342
H -4.5212 -12.0440 9.2133
H -2.8525 -12.3256 9.7789
H -3.2930 -7.6224 7.7755
H -1.6242 -7.9007 8.3407
H -2.6149 -6.6267 9.0794
C 8.2291 6.5536 -8.3581
O 8.4848 7.2952 -9.5523
C 8.3475 6.5889 -10.6715
O 8.0407 5.4276 -10.7424
O 8.6114 7.3894 -11.7028
C 8.5024 6.7583 -12.9797
H 8.3787 7.2333 -7.5245
H 7.2037 6.1877 -8.3430
H 8.9260 5.7223 -8.2675
H 7.4887 6.3986 -13.1450
H 9.2101 5.9359 -13.0634
H 8.7413 7.5173 -13.7187
```

Multiplicity   1
HOMO-LUMO gap   8.483 eV
HOMO level   -8.74 eV
SMILES string   C#CCc1nc2cc(CNC)ccc2nc1S.COC(=O)OC.COC(=O)OC.COC(=O)OC.COC(=O)OC.COC(=O)OC.COC(=O)OC.COC(=O)OC
LUMO energy   -0.252 eV

Atomic partial charges in e from the Löwdin method, atoms 1 to 5:
1 C 0.1181
2 C -0.1504
3 C -0.1784
4 C -0.2787
5 N 0.2046


b.
Below is a 8-piece molecular cluster, C34H55N3O21S overall, with properties calculated with the ωB97M-V functional and the def2-TZVPD basis.

XYZ file:
```
114
Properties=species:S:1:pos:R:3
C -0.7895 -6.2692 -2.6447
C -0.9595 -5.1089 -2.9529
C -1.0445 -3.7260 -3.6855
C -2.4410 -3.0093 -3.4225
N -3.5016 -3.8243 -3.1440
C -4.6471 -3.0364 -2.9878
C -5.9503 -3.7733 -2.7049
C -7.2421 -3.0986 -2.5365
C -8.5951 -3.8125 -2.2017
N -9.0487 -4.7953 -3.2206
C -9.0170 -4.2446 -4.6087
C -7.2961 -1.5687 -2.6602
C -6.0537 -0.8479 -2.9344
C -4.7248 -1.5581 -3.0948
N -3.5995 -0.7677 -3.3386
C -2.4585 -1.5053 -3.5060
S -0.9182 -0.5848 -3.8900
H -0.3887 -7.2598 -2.3177
H -0.9193 -3.8369 -4.7991
H -0.1703 -3.1275 -3.3093
H -5.9386 -4.8942 -2.6078
H -8.4540 -4.3882 -1.2301
H -9.4208 -3.0592 -1.9702
H -10.0518 -4.9257 -3.0204
H -8.2066 -4.7645 -5.1885
H -8.9817 -3.1196 -4.6558
H -9.9980 -4.5484 -5.1020
H -8.2508 -1.0018 -2.5313
H -6.1019 0.2732 -2.9977
H -1.2975 0.5230 -4.6389
C 3.0730 5.1839 -3.0847
O 2.9461 4.1296 -2.1293
C 2.6285 2.9405 -2.6598
O 2.4515 2.7118 -3.8289
O 2.5427 2.0509 -1.6617
C 2.2079 0.7277 -2.0837
H 3.3311 6.0948 -2.5457
H 3.8722 4.9661 -3.7947
H 2.1284 5.3476 -3.6054
H 2.9731 0.3319 -2.7535
H 1.2284 0.7127 -2.5646
H 2.1660 0.0952 -1.1978
C 3.1153 -0.0924 1.6796
O 2.9880 -1.1454 2.6325
C 2.6704 -2.3315 2.0956
O 2.4952 -2.5530 0.9242
O 2.5818 -3.2264 3.0876
C 2.2463 -4.5464 2.6580
H 3.3728 0.8173 2.2203
H 3.9150 -0.3101 0.9695
H 2.1706 0.0708 1.1586
H 3.0113 -4.9396 1.9869
H 1.2678 -4.5578 2.1756
H 2.2024 -5.1823 3.5416
C 6.7583 3.6281 -2.5446
O 8.0872 3.7233 -3.0536
C 8.3075 4.8066 -3.8101
O 7.4998 5.6607 -4.0751
O 9.5821 4.7743 -4.2203
C 9.9604 5.8773 -5.0427
H 6.6934 2.7180 -1.9496
H 6.5308 4.4785 -1.8997
H 6.0372 3.5587 -3.3612
H 9.8596 6.8169 -4.4972
H 9.3663 5.8973 -5.9576
H 11.0073 5.7444 -5.3125
C 3.8470 10.2989 2.0196
O 4.2177 8.9214 2.0791
C 3.3109 8.0847 1.5585
O 2.2566 8.3990 1.0678
O 3.7818 6.8355 1.6786
C 2.9112 5.8295 1.1609
H 4.6523 10.8792 2.4681
H 3.7235 10.6203 0.9842
H 2.9342 10.4769 2.5899
H 2.7507 5.9728 0.0916
H 1.9610 5.8291 1.6972
H 3.3915 4.8634 1.3107
C 1.9586 -5.2555 6.9533
O 1.8301 -6.3124 7.9027
C 1.5127 -7.4970 7.3641
O 1.3378 -7.7176 6.1924
O 1.4239 -8.3934 8.3555
C 1.0888 -9.7117 7.9242
H 2.2160 -4.3483 7.4981
H 2.7586 -5.4708 6.2432
H 1.0145 -5.0890 6.4320
H 1.8543 -10.1035 7.2527
H 0.1105 -9.7221 7.4412
H 1.0454 -10.3472 8.8078
C 7.7997 12.5647 6.4159
O 8.1673 11.1874 6.4720
C 7.2564 10.3537 5.9514
O 6.2019 10.6722 5.4639
O 7.7228 9.1042 6.0671
C 6.8470 8.1025 5.5483
H 8.6084 13.1410 6.8634
H 7.6746 12.8882 5.3814
H 6.8883 12.7438 6.9884
H 6.6840 8.2489 4.4794
H 5.8979 8.1046 6.0864
H 7.3267 7.1358 5.6960
C -10.8028 -8.4371 -0.9282
O -11.7989 -9.1577 -1.6506
C -12.6476 -8.3816 -2.3406
O -12.6301 -7.1756 -2.3917
O -13.5221 -9.1804 -2.9654
C -14.4950 -8.4869 -3.7454
H -10.1765 -9.1608 -0.4082
H -10.1738 -7.8616 -1.6097
H -11.2643 -7.7844 -0.1854
H -14.0144 -7.9134 -4.5395
H -15.1027 -7.8368 -3.1141
H -15.1450 -9.2324 -4.2017
```

Multiplicity   1
HOMO-LUMO gap   7.976 eV
HOMO level   -8.61 eV
SMILES string   C#CCc1nc2cc(CNC)ccc2nc1S.COC(=O)OC.COC(=O)OC.COC(=O)OC.COC(=O)OC.COC(=O)OC.COC(=O)OC.COC(=O)OC
LUMO energy   -0.632 eV

Atomic partial charges in e from the Löwdin method, atoms 1 to 5:
1 C 0.0681
2 C -0.1316
3 C -0.1524
4 C -0.2308
5 N 0.1604


What should be chosen as the least stable of them? Choose b.


a.
Below is a 2-piece molecular cluster, C2H8N4 overall, with properties calculated with the ωB97M-V functional and the def2-TZVPD basis.

XYZ file:
```
14
Properties=species:S:1:pos:R:3
C -0.4948 -0.7943 0.9078
C -0.1712 -2.2072 0.3386
N -0.4816 -0.0233 -0.2573
N 0.3320 -1.9104 -1.0469
N 0.1211 -0.6720 -1.2522
N 0.6051 2.6250 -0.4306
H -1.3978 -0.7291 1.4265
H 0.2124 -0.2907 1.6399
H 0.5614 -2.7291 0.7961
H -1.1039 -2.7494 0.1677
H -0.2331 0.9537 -0.2704
H 0.1914 3.4735 -0.2237
H 0.2647 2.1541 -1.2842
H 1.5943 2.8994 -0.5112
```

Multiplicity   1
HOMO-LUMO gap   9.650 eV
HOMO level   -8.72 eV
SMILES string   C1CNN=N1.N
LUMO energy   0.926 eV

Atomic partial charges in e from the Löwdin method, atoms 1 to 5:
1 C -0.1957
2 C -0.1525
3 N -0.0828
4 N -0.0149
5 N -0.0576


b.
Below is a 2-piece molecular cluster, C2H8N4 overall, with properties calculated with the ωB97M-V functional and the def2-TZVPD basis.

XYZ file:
```
14
Properties=species:S:1:pos:R:3
N -2.0682 0.5363 1.1859
C -1.4888 -0.1100 0.1240
N -1.8594 0.4938 -1.0937
N -0.6091 -1.0732 0.0868
H -1.7361 0.4071 2.1378
H -2.5790 1.3668 1.0546
H -2.0749 1.5011 -1.0215
H -1.1528 0.3379 -1.8058
H -0.3282 -1.3161 1.0948
C 2.3734 -0.5537 -0.3910
N 3.5149 -0.4212 0.2794
H 1.6126 -1.2516 -0.0089
H 2.2409 -0.0305 -1.3347
H 4.1546 0.1133 -0.3078
```

Multiplicity   1
HOMO-LUMO gap   9.820 eV
HOMO level   -9.15 eV
SMILES string   N=C(N)N.C=N
LUMO energy   0.666 eV

Atomic partial charges in e from the Löwdin method, atoms 1 to 5:
1 N 0.1158
2 C -0.6064
3 N 0.0789
4 N 0.0513
5 H 0.1047


What should be chosen as the least stable of them? Choose a.